[1]
A structure of composition C4H5LiO2. Source: the Open Molecules 2025 dataset; level of theory: ωB97M-V/def2-TZVPD.

Net charge: 0
HOMO level: -5.9 eV
Frontier orbital gap: 0.1286 Eh
E_LUMO: -0.0898 hartree
Largest force on an atom: 2.94 eV/A
Total energy: -8524.1853 eV

```
12
Properties=species:S:1:pos:R:3:forces:R:3:lowdin_charge:R:1
H -1.4719 3.8194 2.1805 0.57 -1.39 -1.62 -0.0094
O -0.8467 2.2667 0.3612 0.97 -2.64 -0.18 -0.2503
C -0.2181 1.1442 0.5315 -0.55 2.82 -0.22 -0.3742
C -0.1893 0.1079 -0.3575 -0.01 -0.89 -0.49 -0.1568
C 0.7152 -1.0257 -0.1657 -0.30 -0.11 -0.32 -0.1203
C 0.8585 -2.0569 -0.9574 -0.11 2.03 1.87 -0.2180
O 1.0228 -2.9926 -1.6702 -0.11 -2.34 -1.59 -0.0702
Li 0.3717 -4.6353 -2.3141 0.29 0.76 0.28 0.8883
H -1.2316 3.2400 1.5031 -0.66 1.78 2.24 -0.0226
H 0.4424 1.0660 1.4214 -0.18 -0.12 -0.01 0.1061
H -0.8167 0.1355 -1.2513 0.27 0.04 0.26 0.0936
H 1.3636 -1.0691 0.7184 -0.18 0.05 -0.22 0.1338
```
Positions in Å, forces in eV/Å.

=====

[2]
A structure of composition C4H5LiO2Sc. Source: the Open Molecules 2025 dataset; level of theory: ωB97M-V/def2-TZVPD.

Net charge: +1
HOMO level (spin up / spin down): -10.8 / -10.8 eV
Frontier orbital gap (spin up / spin down): 0.2495 / 0.2495 Eh
E_LUMO (spin up / spin down): -0.1474 / -0.1475 hartree
Largest force on an atom: 3.29 eV/A
Total energy: -29220.3422 eV

```
13
Properties=species:S:1:pos:R:3:forces:R:3:lowdin_charge:R:1
H 2.1877 -0.6487 -1.4123 -0.33 0.25 -0.04 0.1068
C 1.3335 0.0432 -1.3527 -1.16 -2.58 -0.50 -0.4234
C 0.0829 -0.4474 -1.5322 1.18 0.76 -0.38 -0.0020
O 1.6254 1.2987 -1.0542 1.86 2.69 0.31 -0.6048
Sc 3.4767 2.4015 -1.2997 -1.59 -0.96 0.14 1.0907
H -0.0429 -1.4773 -1.8679 -0.03 0.34 0.37 0.0695
H -0.7789 0.2283 -1.5586 0.16 -0.29 0.04 0.0675
C -1.1713 -1.4572 1.4206 0.02 0.83 0.94 0.0569
C -0.9008 -0.1896 1.6687 0.12 -1.02 -1.65 -0.2352
O -0.5627 0.9348 1.5574 -0.14 0.00 0.56 0.0479
Li 0.3641 1.9419 0.1296 -0.11 -0.28 0.14 0.6419
H -0.4874 -2.2159 1.8036 -0.29 0.20 -0.13 0.0907
H -2.1574 -1.7102 1.0278 0.31 0.05 0.20 0.0935
```
Positions in Å, forces in eV/Å.

=====

[3]
A structure of composition C4H5LuO6. Source: the Open Molecules 2025 dataset; level of theory: ωB97M-V/def2-TZVPD.

Net charge: +2
HOMO level (spin up / spin down): -16.7 / -14.7 eV
Frontier orbital gap (spin up / spin down): 0.1817 / 0.0770 Eh
E_LUMO (spin up / spin down): -0.4316 / -0.4636 hartree
Largest force on an atom: 7.13 eV/A
Total energy: -50109.4139 eV

```
16
Properties=species:S:1:pos:R:3:forces:R:3:lowdin_charge:R:1
O -1.5665 -1.7316 0.3836 -0.55 -2.58 1.52 -0.0884
C -0.5872 -1.5563 -0.3990 -0.14 0.69 0.05 -0.7354
O 0.3254 -2.4290 -0.4658 -0.56 -1.96 0.72 -0.0634
O -0.6176 -0.5052 -1.1850 0.50 0.07 1.20 0.1450
Lu -0.9064 -3.9381 0.8554 0.67 3.99 -1.83 2.2584
C -0.3323 0.8278 -0.7877 2.45 3.09 -5.95 -0.2086
C -0.8271 1.7998 0.2299 -2.81 -6.29 0.95 0.0124
H -0.4995 1.3241 -1.7551 0.59 -0.47 -0.02 0.1730
H -0.6745 0.7766 0.9019 0.68 4.21 2.04 0.1971
H -0.8631 2.7940 -0.2350 1.59 0.25 1.43 0.1587
O 1.3004 2.7995 0.2701 1.60 -0.31 -1.24 0.1795
C 1.8839 1.7683 -0.0649 -2.58 0.74 3.04 -0.6014
O 1.3126 0.7799 -0.6870 -3.11 -1.01 -0.97 0.1100
O 2.9391 1.3520 0.6174 1.60 0.21 -0.67 0.1914
H 3.7397 1.5453 0.1121 0.53 -0.04 0.29 0.1571
H -1.9168 1.7209 0.3414 -0.47 -0.59 -0.56 0.1146
```
Positions in Å, forces in eV/Å.

=====

[4]
The molecule C4H5N. Source: the Open Molecules 2025 dataset; level of theory: ωB97M-V/def2-TZVPD.

Structure (SMILES): [H]/N=C/C=C=C
Net charge: 0
HOMO level: -8.5 eV
Frontier orbital gap: 0.3372 Eh
E_LUMO: 0.0258 hartree
Largest force on an atom: 2.05 eV/A
Total energy: -5715.0176 eV

```
10
Properties=species:S:1:pos:R:3:forces:R:3:lowdin_charge:R:1
H 1.5872 2.1017 -0.4353 0.08 0.02 0.04 0.0423
N 0.8569 1.4028 -0.3397 0.50 -0.15 0.10 0.0743
C 1.3448 0.2799 0.0276 0.21 0.23 0.18 -0.2680
C 0.4654 -0.8745 0.2092 0.19 0.07 -0.12 -0.1024
C -0.7804 -0.5130 0.0254 0.37 0.29 -0.53 -0.1571
C -1.9642 0.0041 0.0964 0.11 -1.48 -0.45 0.0306
H 2.4112 0.0780 0.1363 0.12 0.17 0.12 0.1031
H 0.8042 -1.8931 0.3405 0.07 0.09 -0.51 0.1015
H -2.1893 -0.9084 0.7073 -1.53 0.94 0.98 0.1059
H -2.5358 0.3225 -0.7677 -0.12 -0.17 0.18 0.0697
```
Positions in Å, forces in eV/Å.

=====

[5]
The molecule C4H5N. Source: the Open Molecules 2025 dataset; level of theory: ωB97M-V/def2-TZVPD.

Structure (SMILES): C1=CCN=C1
Net charge: 0
HOMO level: -9.4 eV
Frontier orbital gap: 0.3714 Eh
E_LUMO: 0.0254 hartree
Largest force on an atom: 3.28 eV/A
Total energy: -5717.6940 eV

```
10
Properties=species:S:1:pos:R:3:forces:R:3:lowdin_charge:R:1
C 0.0026 -0.4688 1.0511 0.81 2.16 0.28 -0.1136
C 0.4000 0.7446 0.5879 0.45 0.60 0.17 -0.0468
C 0.1724 0.7281 -0.9309 -2.81 -0.36 1.17 -0.2201
N -0.5680 -0.5266 -1.1850 0.62 -1.49 2.25 0.0257
C -0.5549 -1.1826 -0.0256 -1.45 0.13 -2.94 -0.1837
H 0.0273 -0.8188 2.0546 0.18 -0.14 0.61 0.0882
H 0.8961 1.5633 1.1945 -0.71 -1.14 -0.98 0.1154
H -0.4146 1.5119 -1.4856 0.76 -0.26 1.05 0.1328
H 1.0919 0.6031 -1.4052 1.81 0.02 -0.97 0.0922
H -1.0528 -2.1543 0.1442 0.34 0.49 -0.63 0.1099
```
Positions in Å, forces in eV/Å.

=====

[6]
The molecule C4H5N. Source: the Open Molecules 2025 dataset; level of theory: ωB97M-V/def2-TZVPD.

Structure (SMILES): CN=c1cc1
Net charge: 0
HOMO level: -8.8 eV
Frontier orbital gap: 0.3618 Eh
E_LUMO: 0.0401 hartree
Largest force on an atom: 5.62 eV/A
Total energy: -5714.9995 eV

```
10
Properties=species:S:1:pos:R:3:forces:R:3:lowdin_charge:R:1
C 1.5974 -0.0405 -0.6321 1.33 0.24 -1.71 -0.1736
N 0.8887 -0.2308 0.5975 1.09 0.65 0.83 -0.0253
C -0.3320 -0.0555 0.6440 -3.90 -0.35 -1.32 -0.3118
C -1.6647 -0.0983 1.2170 0.13 0.68 1.60 0.0174
C -1.6699 0.1451 -0.0926 3.77 -1.05 4.04 0.0892
H 2.3527 0.8749 -0.6934 -1.96 -1.67 0.34 0.1109
H 0.9819 -0.1582 -1.5689 0.01 0.96 0.78 0.0763
H 2.2213 -0.9171 -0.7740 0.60 -0.10 0.32 0.0488
H -2.2589 -0.0236 2.2126 0.95 -0.38 -2.05 0.1274
H -2.1164 0.5040 -0.9101 -2.02 1.04 -2.83 0.0408
```
Positions in Å, forces in eV/Å.

=====

[7]
A cluster of 2 separate species, C4H5N2 in total. Source: the Open Molecules 2025 dataset; level of theory: ωB97M-V/def2-TZVPD.

Net charge: +1
HOMO level (spin up / spin down): -14.1 / -14.3 eV
Frontier orbital gap (spin up / spin down): 0.2101 / 0.2308 Eh
E_LUMO (spin up / spin down): -0.3087 / -0.2951 hartree
Largest force on an atom: 5.80 eV/A
Total energy: -7194.9102 eV

```
11
Properties=species:S:1:pos:R:3:forces:R:3:lowdin_charge:R:1
C 0.6877 1.1912 -0.0962 -0.52 -0.22 -0.02 -0.1004
C 1.8248 -0.6623 -0.0231 -0.13 0.55 0.13 -0.1089
C -0.1500 0.1096 -0.1039 -4.97 0.83 0.37 -0.0341
C -2.4202 0.2352 0.0815 5.77 -0.47 -0.26 0.5227
N 1.9102 0.6527 -0.0430 1.13 0.17 -0.04 0.1047
N 0.5335 -1.0490 -0.0298 -0.29 -0.94 -0.04 0.0917
H 0.4994 2.2448 -0.1063 -0.12 0.18 -0.05 0.1218
H 2.6721 -1.3180 0.0081 0.04 -0.30 -0.02 0.1451
H -2.8987 -0.6078 0.5486 -0.53 -0.15 -0.01 0.0393
H -2.8215 1.1922 -0.1959 -0.43 0.27 -0.06 0.0423
H 0.1627 -1.9886 -0.0399 0.05 0.10 -0.01 0.1758
```
Positions in Å, forces in eV/Å.

=====

[8]
The ion C4H5N2 with charge +1. Source: the Open Molecules 2025 dataset; level of theory: ωB97M-V/def2-TZVPD.

Structure (SMILES): N#[N+]C=C1CC1
Net charge: +1
HOMO level: -16.1 eV
Frontier orbital gap: 0.3682 Eh
E_LUMO: -0.2219 hartree
Largest force on an atom: 3.89 eV/A
Total energy: -7197.5223 eV

```
11
Properties=species:S:1:pos:R:3:forces:R:3:lowdin_charge:R:1
N -2.4254 0.7890 -0.0080 -1.11 -1.00 0.61 0.3979
N -2.0515 -0.2499 0.0637 -1.82 2.71 -1.18 0.0716
C -1.0432 -1.1473 -0.0719 1.79 2.60 1.48 0.0600
C 0.0241 -0.3392 0.1832 1.52 -3.17 -1.01 -0.1610
C 0.4720 0.9968 0.0243 1.19 -2.04 1.11 -0.0310
C 1.4597 -0.1923 -0.0364 2.17 -0.68 1.57 0.0072
H -1.3119 -2.1212 -0.2523 0.08 -2.23 -0.19 0.1182
H 0.6157 1.6354 0.8133 0.37 1.29 2.08 0.1119
H 0.0767 1.4687 -0.7656 -1.21 1.70 -3.28 0.0923
H 2.0593 -0.6251 -0.9038 -1.37 0.77 0.99 0.1521
H 2.1246 -0.2148 0.9536 -1.61 0.05 -2.18 0.1808
```
Positions in Å, forces in eV/Å.

=====

The calculation returns the following molecular weight values, one per record and in order: 92.0 137.0 324.0 67.1 67.1 67.1 81.1 81.1 g/mol.
The calculation returns the following ΔE to the lowest compared entry with this formula, charge and spin values, one per record and in order: 3.872 0.000 2.405 3.829 1.153 3.847 5.642 3.029 eV.